{
  "formula": "C40H39N3O21P2S",
  "method": "wB97M-V/def2-TZVPD",
  "homo_energy_ha": -0.3249,
  "homo_lumo_gap_ev": 7.2,
  "e_lumo_ev": -1.639,
  "total_energy_ev": -118990.702,
  "charge": 0,
  "fmax_ev_per_a": 1.70,
  "elements": ["C", "C", "C", "C", "C", "C", "C", "C", "N", "P", "S", "C", "C", "N", "P", "N", "O", "H", "H", "H", "H", "H", "H", "H", "H", "H", "H", "H", "H", "H", "H", "H", "H", "H", "H", "H", "C", "C", "C", "O", "C", "C", "C", "O", "O", "O", "H", "H", "H", "H", "C", "C", "C", "O", "C", "C", "C", "O", "O", "O", "H", "H", "H", "H", "C", "C", "C", "O", "C", "C", "C", "O", "O", "O", "H", "H", "H", "H", "C", "C", "C", "O", "C", "C", "C", "O", "O", "O", "H", "H", "H", "H", "C", "C", "C", "O", "C", "C", "C", "O", "O", "O", "H", "H", "H", "H"],
  "positions_angstrom": [[2.2361, -3.1535, 1.2990], [2.4532, -1.6964, 0.8718], [2.1612, -1.5030, -0.6334], [1.2681, -0.2900, -0.9772], [0.1675, -0.5641, -2.0307], [-1.2635, -0.5573, -1.4933], [-1.6607, -1.7282, -0.5640], [-1.0373, -2.9760, -1.0437], [-0.5049, -3.8949, -1.4795], [-3.4921, -2.0088, -0.7402], [-4.5908, -0.3987, -0.6696], [-1.2382, -1.5601, 0.9262], [-1.4070, -2.8069, 1.6761], [-1.4783, -3.7476, 2.3329], [-2.2751, -0.3078, 1.9464], [-1.2122, -0.0912, 3.2861], [-2.1471, 1.1349, 1.2118], [2.6372, -3.3303, 2.2917], [1.1843, -3.4439, 1.2650], [2.7767, -3.7899, 0.5945], [1.8537, -1.0146, 1.4842], [3.4965, -1.4724, 1.0957], [1.7722, -2.4230, -1.0716], [3.1287, -1.3427, -1.1143], [1.9231, 0.4707, -1.4047], [0.8412, 0.1667, -0.0809], [0.2147, 0.2745, -2.7292], [0.3970, -1.4567, -2.6132], [-1.9379, -0.5863, -2.3549], [-1.4360, 0.4051, -1.0163], [-3.6042, -2.6090, -2.0028], [-3.7890, -3.0118, 0.1940], [-0.1757, -1.3071, 0.9902], [-0.4475, -0.7619, 3.2129], [-0.7516, 0.8157, 3.1956], [-2.8955, 1.2449, 0.6051], [8.2558, -2.9744, 3.2055], [7.0457, -2.4388, 2.9874], [5.7723, -3.2123, 3.2355], [4.7200, -2.6337, 3.0244], [5.8682, -4.5797, 3.6975], [7.0784, -5.1166, 3.9123], [8.3525, -4.3364, 3.6894], [9.4013, -4.9055, 3.9295], [7.2613, -6.3579, 4.3332], [6.8603, -1.2037, 2.5472], [9.1731, -2.4303, 3.0345], [4.9509, -5.1291, 3.8557], [8.2288, -6.4794, 4.4048], [5.8907, -1.0903, 2.4850], [-7.6975, -1.1163, -6.4584], [-8.0799, -0.2366, -5.5282], [-7.3546, -0.0773, -4.2170], [-7.7768, 0.7671, -3.4489], [-6.2130, -0.9314, -3.9516], [-5.8275, -1.8155, -4.8795], [-6.5380, -1.9572, -6.2002], [-6.1040, -2.7763, -6.9873], [-4.7925, -2.6363, -4.7148], [-9.1309, 0.5802, -5.6722], [-8.2149, -1.2318, -7.4004], [-5.6984, -0.8312, -3.0036], [-4.7333, -3.1650, -5.5342], [-9.1698, 1.0990, -4.8408], [11.0768, 2.9052, 4.3121], [11.1423, 2.6660, 5.6297], [10.3654, 1.5470, 6.2817], [10.5050, 1.3987, 7.4818], [9.5062, 0.7267, 5.4525], [9.4382, 0.9676, 4.1353], [10.2343, 2.0708, 3.4804], [10.1178, 2.1985, 2.2751], [8.6765, 0.2661, 3.3061], [11.8841, 3.3778, 6.4650], [11.6307, 3.7022, 3.8367], [8.9421, -0.0618, 5.9307], [8.8237, 0.6519, 2.4195], [11.7450, 2.9864, 7.3499], [-7.4740, 3.6818, -9.2518], [-8.0624, 2.6678, -8.5967], [-8.7692, 1.5539, -9.3371], [-9.2616, 0.6545, -8.6834], [-8.8248, 1.6137, -10.7865], [-8.2391, 2.6306, -11.4321], [-7.5119, 3.7276, -10.6972], [-6.9948, 4.6012, -11.3709], [-8.2440, 2.7611, -12.7515], [-8.0529, 2.5894, -7.2761], [-6.9636, 4.4826, -8.7356], [-9.3458, 0.8205, -11.3035], [-7.7468, 3.5808, -12.9415], [-8.5324, 1.7885, -6.9675], [-2.0217, 4.6424, 5.3886], [-1.8925, 5.2492, 6.5773], [-1.4726, 4.4997, 7.8208], [-1.3663, 5.1467, 8.8469], [-1.2300, 3.0760, 7.7236], [-1.3635, 2.4655, 6.5363], [-1.7543, 3.2243, 5.2893], [-1.8216, 2.5750, 4.2621], [-1.1699, 1.1674, 6.3584], [-2.1146, 6.5407, 6.7658], [-2.3174, 5.1697, 4.4928], [-0.9489, 2.5462, 8.6226], [-1.3431, 0.9710, 5.4121], [-1.9436, 6.7071, 7.7142]],
  "forces_ev_per_a": [[-0.009, 0.240, -0.177], [-0.042, -0.625, -0.060], [0.288, 0.422, 0.340], [0.263, -0.259, -0.493], [0.292, 0.643, 0.290], [0.122, -0.151, -0.546], [0.266, -0.544, 0.257], [0.036, 0.342, -0.307], [-0.094, -0.174, 0.049], [-0.475, 0.807, -0.088], [0.090, -0.027, 0.151], [0.103, 0.247, 0.052], [0.271, 0.091, 0.099], [-0.174, 0.053, -0.087], [-1.462, -0.566, 0.670], [0.864, 0.120, -0.721], [0.712, 0.048, -0.242], [-0.132, -0.070, 0.066], [0.038, -0.025, -0.017], [-0.032, -0.129, 0.087], [0.006, 0.013, 0.004], [-0.035, 0.252, -0.047], [-0.195, 0.019, 0.147], [-0.071, -0.109, -0.169], [-0.057, 0.128, 0.138], [-0.049, -0.045, 0.000], [-0.193, -0.115, -0.154], [-0.083, -0.094, 0.097], [-0.024, 0.015, 0.014], [-0.152, -0.161, 0.267], [0.238, -0.320, 0.105], [0.112, -0.105, -0.052], [-0.047, 0.002, -0.236], [-0.101, -0.130, 0.343], [-0.230, 0.122, 0.085], [-0.144, -0.017, 0.103], [0.106, -0.022, 0.009], [0.211, 0.053, 0.002], [-0.080, -0.225, 0.081], [0.248, 0.175, 0.064], [-0.118, 0.025, -0.004], [-0.176, -0.055, 0.009], [0.087, 0.220, -0.082], [-0.066, -0.133, 0.032], [0.095, 0.043, -0.007], [-0.632, -0.394, -0.283], [-0.017, 0.032, 0.002], [0.016, -0.020, 0.013], [0.028, 0.006, 0.007], [-0.022, -0.020, 0.000], [0.007, -0.081, -0.138], [-0.095, -0.131, -0.106], [0.181, -0.087, 0.134], [-0.121, 0.035, -0.089], [0.046, 0.007, 0.082], [0.033, 0.056, 0.156], [-0.180, 0.089, -0.118], [0.102, -0.053, 0.091], [-0.034, -0.010, -0.089], [0.141, 0.062, 0.233], [-0.017, 0.036, 0.010], [-0.058, 0.063, -0.018], [0.002, -0.010, -0.024], [-0.006, -0.038, 0.046], [0.008, 0.033, -0.104], [0.074, 0.120, -0.118], [-0.165, -0.183, -0.047], [0.086, 0.125, 0.017], [-0.003, -0.041, 0.102], [-0.063, -0.123, 0.108], [0.153, 0.193, 0.045], [-0.109, -0.108, -0.015], [0.613, 0.473, 0.258], [-0.044, -0.072, 0.055], [0.016, 0.001, 0.023], [-0.003, -0.010, -0.025], [-0.062, -0.031, -0.046], [-0.003, -0.023, 0.020], [0.049, 0.069, -0.031], [0.087, 0.165, 0.011], [-0.056, -0.064, -0.182], [0.069, 0.042, 0.118], [-0.039, -0.056, 0.033], [-0.106, -0.158, -0.059], [0.063, 0.094, 0.207], [-0.055, -0.054, -0.119], [0.055, 0.076, 0.029], [-0.042, -0.140, 0.044], [-0.003, -0.018, 0.031], [0.008, 0.003, -0.012], [0.022, 0.020, 0.006], [-0.072, 0.093, -0.275], [-0.019, -0.027, -0.122], [-0.048, 0.045, -0.163], [0.062, -0.261, 0.088], [-0.053, 0.145, -0.060], [0.031, 0.056, 0.111], [0.017, -0.136, 0.179], [-0.023, 0.070, 0.049], [-0.006, 0.149, -0.130], [-0.014, 0.166, -0.128], [0.031, -0.031, 0.085], [0.002, 0.024, 0.016], [0.003, -0.022, -0.015], [-0.059, -0.115, 0.006], [0.015, -0.008, 0.031]]
}